(1)
C13H16N2O2S | the ωB97M-V functional and the def2-TZVPD basis

Properties
Frontier orbital gap = 8.6 eV
Total charge = 0
SMILES string = Cc1cc(O)c(C(C)C)cc1/N=C1/CSC(=O)N1

The geometry in XYZ format:
```
34
C13H16N2O2S, DFT the ωB97M-V functional and the def2-TZVPD basis
C 1.409 2.939 -0.010
C 0.427 1.820 -0.215
C -0.949 1.992 0.052
C -1.843 0.934 -0.157
O -3.148 1.143 0.124
C -1.375 -0.320 -0.584
C -2.305 -1.519 -0.828
C -3.461 -1.217 -1.821
C -2.899 -2.107 0.434
C -0.006 -0.471 -0.848
C 0.900 0.569 -0.641
N 2.265 0.276 -0.812
C 2.965 -0.044 0.250
C 4.456 -0.193 0.184
S 5.045 -0.389 1.911
C 3.401 -0.555 2.485
O 3.049 -0.818 3.622
N 2.479 -0.308 1.505
H 1.757 2.945 1.022
H 2.261 2.839 -0.699
H 0.983 3.909 -0.284
H -1.317 2.903 0.418
H -3.580 0.320 0.321
H -1.703 -2.309 -1.300
H -3.787 -2.180 -2.280
H -3.067 -0.557 -2.609
H -4.329 -0.719 -1.319
H -2.088 -2.632 0.946
H -3.311 -1.328 1.077
H -3.689 -2.850 0.225
H 0.345 -1.421 -1.246
H 4.707 -1.071 -0.377
H 4.901 0.704 -0.283
H 1.509 -0.286 1.735
```



(2)
C13H16N2O2S | the ωB97M-V functional and the def2-TZVPD basis

Properties
Frontier orbital gap = 8.7 eV
Total charge = 0
SMILES string = CCCNC(=O)C[C@@H]1Sc2ccccc2NC1=O

The geometry in XYZ format:
```
34
C13H16N2O2S, DFT the ωB97M-V functional and the def2-TZVPD basis
C -2.820 -0.162 -0.812
C -3.199 1.053 0.024
C -2.048 1.521 0.910
N -0.913 1.942 0.119
C 0.359 1.672 0.469
O 0.649 1.034 1.461
C 1.408 2.251 -0.473
C 2.402 1.193 -0.976
S 1.596 -0.055 -2.034
C 1.064 -1.237 -0.838
C 0.014 -2.087 -1.151
C -0.401 -3.045 -0.246
C 0.232 -3.151 0.983
C 1.288 -2.315 1.292
C 1.724 -1.355 0.385
N 2.826 -0.571 0.704
C 3.204 0.618 0.182
O 4.160 1.225 0.615
H -1.981 0.069 -1.464
H -2.529 -0.989 -0.168
H -3.658 -0.478 -1.427
H -3.505 1.872 -0.632
H -4.047 0.808 0.666
H -1.697 0.711 1.554
H -2.383 2.350 1.546
H -1.108 2.505 -0.694
H 0.940 2.734 -1.332
H 1.978 2.997 0.088
H 3.116 1.691 -1.639
H -0.464 -1.992 -2.114
H -1.218 -3.703 -0.498
H -0.092 -3.889 1.699
H 1.789 -2.396 2.245
H 3.312 -0.820 1.557
```



Top of the stability list: (2), leading by 1.009 eV.



(1)
C7H7N5 | the ωB97M-V functional and the def2-TZVPD basis

Properties
Frontier orbital gap = 9.5 eV
Total charge = 0
SMILES string = Nc1nnnn1-c1ccccc1

The geometry in XYZ format:
```
19
C7H7N5, DFT the ωB97M-V functional and the def2-TZVPD basis
N -0.951 -1.453 2.177
C -1.819 -1.017 1.165
N -3.078 -1.427 1.161
N -3.537 -0.672 0.089
N -2.607 0.191 -0.322
N -1.439 -0.141 0.282
C -0.172 0.195 -0.324
C 1.032 -0.663 -0.214
C 2.271 -0.325 -0.684
C 2.394 1.029 -1.284
C 1.359 1.861 -1.308
C 0.105 1.513 -0.761
H -0.294 -0.768 2.360
H -1.228 -2.103 2.945
H 0.820 -1.761 -0.037
H 3.129 -1.118 -0.618
H 3.277 1.438 -1.864
H 1.392 2.785 -1.947
H -0.656 2.436 -0.814
```



(2)
C7H7N5 | the ωB97M-V functional and the def2-TZVPD basis

Properties
Frontier orbital gap = 8.0 eV
Total charge = 0
SMILES string = [H]/N=C/C(N)=C(C#N)C#N.C=C=N

The geometry in XYZ format:
```
19
C7H7N5, DFT the ωB97M-V functional and the def2-TZVPD basis
H 3.508 -0.257 0.046
N 2.590 -0.254 0.456
C 1.585 0.510 0.375
C 0.357 -0.067 0.986
N 0.529 -1.241 1.603
C -0.769 0.689 0.912
C -2.060 0.262 1.179
N -3.098 -0.136 1.478
C -0.855 1.967 0.182
N -1.064 2.991 -0.267
H 1.441 1.300 -0.360
H 1.481 -1.539 1.543
H -0.216 -1.679 2.119
C -0.851 -1.267 -1.285
C -0.449 -0.231 -1.903
N -0.376 0.766 -2.646
H -1.609 -1.283 -0.575
H -0.230 -2.173 -1.423
H 0.088 1.641 -2.418
```



Top of the stability list: (1), leading by 0.682 eV.



(1)
C5H7NO3 | the ωB97M-V functional and the def2-TZVPD basis

Properties
Frontier orbital gap (alpha / beta) = 7.9 / 8.0 eV
Total charge = 0

The geometry in XYZ format:
```
16
C5H7NO3, DFT the ωB97M-V functional and the def2-TZVPD basis
C 1.117 -1.795 0.416
C -0.385 0.344 0.544
C -0.024 -1.806 -1.845
C 0.124 2.263 1.735
C 0.969 -1.237 -0.834
N 1.305 -2.151 1.503
O -1.513 0.064 0.860
O 1.998 -0.462 -1.294
O 0.399 1.287 0.732
H -0.272 -1.048 -2.418
H -0.934 -2.163 -1.275
H 0.628 -2.548 -2.479
H 1.080 2.506 2.175
H -0.678 1.853 2.501
H -0.367 3.141 1.316
H 2.503 -0.118 -0.499
```



(2)
C5H7NO3 | the ωB97M-V functional and the def2-TZVPD basis

Properties
Frontier orbital gap (alpha / beta) = 9.0 / 7.0 eV
Total charge = 0

The geometry in XYZ format:
```
16
C5H7NO3, DFT the ωB97M-V functional and the def2-TZVPD basis
C -0.663 -0.041 1.036
C -0.597 -1.007 -0.004
C 0.187 -2.068 -0.002
C 2.403 0.725 0.673
C -1.208 -0.603 -1.358
N 1.766 -0.211 -0.930
O 0.791 -3.041 0.066
O 1.256 0.822 -0.125
O 2.961 -0.310 -0.072
H -1.220 0.895 0.921
H -0.388 -0.050 2.100
H 2.945 1.625 0.491
H 2.318 0.654 1.798
H -0.402 -0.095 -1.878
H -2.185 -0.047 -1.085
H -1.463 -1.566 -1.704
```



Top of the stability list: (1), leading by 4.040 eV.



(1)
C4H8N | the ωB97M-V functional and the def2-TZVPD basis

Properties
Frontier orbital gap (alpha / beta) = 7.5 / 7.5 eV
Total charge = +1

The geometry in XYZ format:
```
13
C4H8N, DFT the ωB97M-V functional and the def2-TZVPD basis
C 2.040 1.703 -0.863
C 1.364 0.680 -0.793
C -1.697 0.594 0.978
C 0.561 -1.683 -0.409
N 0.817 -0.366 -0.793
H 2.567 2.609 -1.091
H -2.096 0.591 1.920
H -0.660 0.436 0.974
H -2.010 1.502 0.551
H -0.379 -1.728 0.097
H 0.420 -2.188 -1.352
H 1.187 -1.927 0.440
H -2.114 -0.225 0.342
```



(2)
C4H8N | the ωB97M-V functional and the def2-TZVPD basis

Properties
Frontier orbital gap = 9.6 eV
Total charge = +1

The geometry in XYZ format:
```
13
C4H8N, DFT the ωB97M-V functional and the def2-TZVPD basis
C 2.287 0.087 0.127
C -0.977 0.355 0.878
C -0.609 -1.544 -0.576
C 2.505 1.246 -0.031
N -0.455 -0.115 -0.215
H 0.086 0.451 -0.897
H -0.833 1.408 1.142
H -1.677 -0.351 1.337
H 0.326 -1.892 -0.285
H -1.287 -2.129 -0.048
H -0.750 -1.564 -1.643
H 2.030 -0.879 0.477
H 2.937 2.142 -0.254
```



Top of the stability list: (2), leading by 2.675 eV.



(1)
C4H8N | the ωB97M-V functional and the def2-TZVPD basis

Properties
Frontier orbital gap = 9.7 eV
Total charge = +1

The geometry in XYZ format:
```
13
C4H8N, DFT the ωB97M-V functional and the def2-TZVPD basis
C -0.446 -0.144 -2.014
C -0.694 -0.530 -3.175
C 0.052 1.298 0.734
C 0.773 -0.652 1.757
N -0.183 0.281 1.476
H -0.153 -0.696 -4.099
H -1.769 -0.389 -3.258
H 0.942 1.284 0.190
H -0.528 2.287 0.739
H 0.310 -1.589 1.793
H 1.703 -0.737 1.083
H 1.110 -0.610 2.768
H -1.116 0.198 2.004
```



(2)
C4H8N | the ωB97M-V functional and the def2-TZVPD basis

Properties
Frontier orbital gap (alpha / beta) = 8.4 / 8.2 eV
Total charge = +1

The geometry in XYZ format:
```
13
C4H8N, DFT the ωB97M-V functional and the def2-TZVPD basis
C -1.479 -0.279 -0.516
C -2.026 -0.721 0.566
C -0.044 0.000 -0.272
C 0.588 1.325 -0.541
N 0.932 -0.860 0.497
H -1.947 -0.082 -1.557
H -1.870 -1.135 1.583
H 1.072 1.328 -1.509
H 1.459 1.391 0.056
H -0.153 2.079 -0.445
H 1.785 -0.473 0.205
H 0.837 -1.887 0.390
H 0.846 -0.684 1.543
```



(3)
C4H8N | the ωB97M-V functional and the def2-TZVPD basis

Properties
Frontier orbital gap = 10.6 eV
Total charge = +1
SMILES string = [NH3+][C@@H]1[C@H]2C[C@@H]12

The geometry in XYZ format:
```
13
C4H8N, DFT the ωB97M-V functional and the def2-TZVPD basis
N -1.908 -0.046 -0.048
C -0.436 0.271 0.441
C 0.672 0.590 -0.591
C 1.846 0.182 0.252
C 0.758 -0.759 0.057
H -2.149 -0.945 0.464
H -2.107 -0.187 -1.080
H -2.476 0.711 0.330
H -0.562 0.727 1.380
H 0.813 0.880 -1.724
H 2.622 -0.162 -0.408
H 2.175 0.525 1.210
H 0.749 -1.785 -0.284
```



Top of the stability list: (3), leading by 2.128 eV.



(1)
C4H8N | the ωB97M-V functional and the def2-TZVPD basis

Properties
Frontier orbital gap (alpha / beta) = 9.8 / 8.1 eV
Total charge = +1

The geometry in XYZ format:
```
13
C4H8N, DFT the ωB97M-V functional and the def2-TZVPD basis
C -0.920 -0.258 0.295
C -2.094 -0.062 -0.101
C 0.677 1.413 -0.100
C 1.278 -0.986 -0.100
N 0.382 0.104 0.467
H -2.523 -1.168 0.011
H -2.895 0.535 -0.652
H 0.450 1.771 -1.102
H 0.577 2.214 0.641
H 1.060 -2.021 0.222
H 1.061 -1.025 -1.097
H 2.356 -0.755 0.007
H 0.590 0.238 1.511
```



(2)
C4H8N | the ωB97M-V functional and the def2-TZVPD basis

Properties
Frontier orbital gap = 10.4 eV
Total charge = +1
SMILES string = CC=[N+]=CC

The geometry in XYZ format:
```
13
C4H8N, DFT the ωB97M-V functional and the def2-TZVPD basis
C 0.325 -1.374 -1.612
C 0.867 -0.173 -1.161
N 0.078 0.706 -0.357
C -0.559 1.144 0.578
C -0.449 0.763 2.048
H -0.089 -1.232 -2.628
H -0.501 -1.758 -1.056
H 1.073 -2.138 -1.677
H 1.844 0.180 -1.490
H -1.230 1.916 0.360
H -0.091 1.603 2.690
H -1.477 0.532 2.222
H 0.210 -0.169 2.082
```



Top of the stability list: (2), leading by 4.665 eV.